Computed, not measured: a cluster of 2 separate species, C5H12NS2 in total, with ωB97M-V/def2-TZVPD.

The highest occupied orbital energy (spin up / spin down) comes out at -12.443 / -12.687 eV. The spin multiplicity is 1. The max |F| comes out at 0.08602 hartree/bohr. The value obtained for the gap between HOMO and LUMO (spin up / spin down) is 7.1 / 8.9 eV. As for the total charge: +1. The molar mass comes out at 150.29 u.

Bonds (Å) are listed after each position.
Cartesian coordinates (Å):
1 S 1.175 -0.029 -2.003  C4 1.807, C14 1.880
2 H 1.809 -1.810 0.038  N20 1.097
3 C -2.449 -0.044 -0.395  H8 1.041, H9 1.054, H13 1.099
4 C 0.335 -0.379 -0.442  S1 1.807, C14 1.564, N20 1.490
5 S 2.405 1.079 0.689  H7 1.297, C14 1.741
6 H 1.037 2.957 -0.940  C11 1.079
7 H 2.471 2.285 1.161  S5 1.297
8 H -2.028 0.642 -1.055  C3 1.041
9 H -2.851 -0.970 -0.698  C3 1.054
10 H -0.528 -2.897 -0.334  C18 1.104
11 C 0.256 2.270 -0.653  H6 1.079, C14 1.528, H17 1.185, H19 1.039
12 H 0.478 -3.562 1.015  C18 1.143
13 H -2.418 0.217 0.672  C3 1.099
14 C 1.075 0.998 -0.433  S1 1.880, C4 1.564, S5 1.741, C11 1.528
15 H 0.936 -0.950 1.374  N20 1.087
16 H -1.006 -2.395 1.064  C18 1.061
17 H -0.059 2.912 0.292  C11 1.185
18 C -0.066 -2.632 0.634  H10 1.104, H12 1.143, H16 1.061, N20 1.481
19 H -0.572 2.168 -1.271  C11 1.039
20 N 0.839 -1.477 0.428  H2 1.097, C4 1.490, H15 1.087, C18 1.481